Entry 1:
# C22H38As2IrNSi2

A structure of composition C22H38As2IrNSi2 at a distorted geometry (the ωB97M-V functional and the def2-TZVPD basis, OMol25).

Positions of all 66 atoms, in Å:
1 Ir 0.19477 -0.20523 -0.55222
2 C 4.11267 -0.75644 0.01071
3 As 2.60754 0.45589 -0.12779
4 C 2.85057 1.63519 1.39958
5 C 2.92525 1.58597 -1.67703
6 C 4.22169 1.73200 -2.15562
7 C 4.46241 2.53779 -3.26099
8 C 3.41660 3.20548 -3.87894
9 C 2.12043 3.07247 -3.39558
10 C 1.87373 2.25696 -2.29793
11 As 0.05457 2.08540 -1.63477
12 C -1.12940 2.58779 -3.08388
13 C -0.14872 3.55086 -0.37228
14 H 4.99157 -0.16027 0.25619
15 H 4.26689 -1.29416 -0.92262
16 H 3.94343 -1.47179 0.81467
17 H 3.72457 2.25471 1.19663
18 H 3.02875 1.04434 2.29744
19 H 1.98681 2.27608 1.55734
20 H 5.05013 1.22755 -1.67580
21 H 5.47092 2.63353 -3.64052
22 H 3.59977 3.82733 -4.74493
23 H 1.31615 3.61025 -3.88026
24 H -0.98386 3.65157 -3.27181
25 H -2.16641 2.42595 -2.79207
26 H -0.91391 2.01058 -3.98079
27 H 0.31700 4.43053 -0.81744
28 H 0.33125 3.33497 0.57893
29 H -1.20671 3.74950 -0.20440
30 C -3.27381 0.17503 -0.78198
31 Si -2.91870 -0.08593 1.07090
32 C -2.36748 1.54274 1.82334
33 C -4.30331 -0.96106 1.96588
34 C -1.28839 -1.19385 0.89194
35 C -1.41412 -2.28751 -0.07622
36 C -2.20780 -3.41956 0.04518
37 C -2.19562 -4.35198 -0.98212
38 C -1.39694 -4.13952 -2.10443
39 C -0.63039 -2.99366 -2.16529
40 N -0.65045 -2.10162 -1.16853
41 Si -0.37693 -1.70782 2.57203
42 C 0.22092 -0.11053 3.35568
43 C 1.10999 -2.61869 1.80623
44 C -1.42138 -2.80171 3.66582
45 H -4.07241 0.91057 -0.90337
46 H -3.59384 -0.74599 -1.27158
47 H -2.38307 0.55327 -1.30372
48 H -3.09210 2.32323 1.57957
49 H -1.39283 1.85757 1.44161
50 H -2.31130 1.49926 2.91113
51 H -5.19270 -0.32634 1.92270
52 H -4.08159 -1.11857 3.02201
53 H -4.57385 -1.91873 1.52063
54 H -2.81321 -3.54652 0.93277
55 H -2.80716 -5.24201 -0.90784
56 H -1.36727 -4.84794 -2.91929
57 H 0.00499 -2.78484 -3.01544
58 H 0.56906 0.60466 2.60603
59 H 1.05356 -0.32238 4.03059
60 H -0.55109 0.37125 3.95589
61 H 1.61197 -1.99107 1.05606
62 H 0.81592 -3.55517 1.32982
63 H 1.83689 -2.85679 2.58626
64 H -2.27902 -2.27398 4.08449
65 H -0.80768 -3.12462 4.51132
66 H -1.77730 -3.70399 3.16807

Its multiplicity is 2. For the HOMO energy (spin up / spin down), the calculation gives -0.6525 / -0.6529 Eh. The total charge is +3. For the HOMO-LUMO gap (spin up / spin down), the calculation gives 5.972 / 6.004 eV. Its energy above the lowest of the compared OMol25 structures with the same formula, charge and spin is 24.1 kcal/mol.

Entry 2:
# C16H48CuO8S8

A structure of composition C16H48CuO8S8 at a distorted geometry (the ωB97M-V functional and the def2-TZVPD basis, OMol25).

Positions of all 81 atoms, in Å:
1 Cu 0.19598 -0.04026 -0.07947
2 C -2.58852 -0.82937 -3.60043
3 S -1.12122 -1.30226 -2.71105
4 O -0.81872 -0.10474 -1.85800
5 C 0.01509 -1.30775 -4.09251
6 H -3.30886 -0.53637 -2.83330
7 H -3.05566 -1.63472 -4.16293
8 H -2.37364 0.04538 -4.21343
9 H -0.18187 -2.08793 -4.82269
10 H 1.02951 -1.33162 -3.69852
11 H -0.07911 -0.33167 -4.57936
12 C 3.43001 -2.40943 -1.68306
13 S 2.76041 -2.65982 -0.02757
14 O 2.10535 -1.36068 0.33766
15 C 4.31792 -2.69452 0.85592
16 H 2.80280 -1.64754 -2.14079
17 H 3.37178 -3.36011 -2.21401
18 H 4.47243 -2.09560 -1.66724
19 H 4.78436 -1.71552 0.77727
20 H 4.91470 -3.53287 0.49629
21 H 4.10133 -2.94660 1.89572
22 C 3.15107 0.55312 2.86427
23 S 3.14208 1.66911 1.46020
24 O 1.90859 1.30011 0.71331
25 C 2.67921 3.11358 2.43432
26 H 2.17975 0.67634 3.34185
27 H 3.89240 0.84966 3.60870
28 H 3.32289 -0.46448 2.53363
29 H 3.31092 3.18566 3.31650
30 H 1.62714 3.03388 2.70702
31 H 2.79089 3.98489 1.78955
32 C -1.70105 3.39141 -2.11980
33 S -1.49396 3.08787 -0.37996
34 O -0.55883 1.95055 -0.22709
35 C -0.58699 4.55779 0.07736
36 H -0.75014 3.41959 -2.65803
37 H -2.10475 4.40078 -2.23095
38 H -2.33540 2.63773 -2.57545
39 H 0.38886 4.60331 -0.40789
40 H -0.42105 4.42200 1.14455
41 H -1.12376 5.46896 -0.17612
42 C 2.58737 2.88524 -1.98462
43 S 2.85305 1.20580 -2.53241
44 O 1.72892 0.38862 -1.96795
45 C 2.43823 1.46552 -4.27279
46 H 3.15446 3.00337 -1.06310
47 H 1.53936 3.09070 -1.79224
48 H 3.03778 3.57707 -2.69736
49 H 2.73503 0.60893 -4.86696
50 H 3.06473 2.31876 -4.54253
51 H 1.39434 1.76876 -4.31313
52 C -4.66965 -1.32897 1.16580
53 S -3.51407 0.02434 1.20664
54 O -2.39126 -0.31986 0.29283
55 C -4.59297 1.24402 0.44234
56 H -4.26581 -2.21416 1.65464
57 H -4.83758 -1.60476 0.11970
58 H -5.62616 -1.07240 1.61723
59 H -4.81835 0.97246 -0.58671
60 H -4.05821 2.18867 0.50318
61 H -5.46944 1.29884 1.08679
62 C -2.28343 -3.91182 -0.51047
63 S -0.69373 -3.65154 0.30963
64 O -0.39195 -2.19499 0.42903
65 C -1.25489 -4.11448 1.94456
66 H -2.04512 -3.69226 -1.54641
67 H -3.07860 -3.28352 -0.11674
68 H -2.58304 -4.95555 -0.41881
69 H -2.05977 -3.44542 2.25612
70 H -0.43237 -3.96912 2.64485
71 H -1.60471 -5.14352 2.00543
72 C -1.51463 0.67687 4.16379
73 S -0.82803 -0.55762 3.07025
74 O 0.03167 0.17089 2.08711
75 C 0.18943 -1.37455 4.28112
76 H -2.08383 0.20040 4.96060
77 H -2.18037 1.38243 3.67372
78 H -0.65230 1.23240 4.53990
79 H 0.76881 -0.72928 4.93762
80 H 0.78914 -2.10322 3.73408
81 H -0.47395 -1.99493 4.89081

Its multiplicity is 2. For the HOMO energy (spin up / spin down), the calculation gives -0.4931 / -0.4929 Eh. The total charge is +2. For the HOMO-LUMO gap (spin up / spin down), the calculation gives 9.709 / 7.345 eV. Its energy above the lowest of the compared OMol25 structures with the same formula, charge and spin is 17.9 kcal/mol.

Entry 3:
# Cl3IMg

A structure of composition Cl3IMg at a distorted geometry (the ωB97M-V functional and the def2-TZVPD basis, OMol25).

Positions of all 5 atoms, in Å:
1 Mg 0.06032 0.07783 -0.11994
2 Cl 1.40726 2.47319 1.48038
3 Cl -2.73715 1.18216 -1.22566
4 Cl -0.90588 -2.05329 2.28524
5 I 2.17545 -1.67990 -2.42003

Its multiplicity is 1. For the HOMO energy, the calculation gives -0.1102 Eh. The total charge is -2. For the HOMO-LUMO gap, the calculation gives 7.207 eV.

Entry 4:
# C24H20N4Rh

A structure of composition C24H20N4Rh (the ωB97M-V functional and the def2-TZVPD basis, OMol25).

Positions of all 49 atoms, in Å:
1 Rh -0.96059 -0.06088 0.61335
2 C -3.93470 -4.70115 -0.36946
3 C -3.91288 -3.97722 0.81704
4 C -2.86346 -3.11877 1.08829
5 C -1.80657 -2.99302 0.18259
6 C -1.82834 -3.73219 -1.00586
7 C -2.89264 -4.57238 -1.27802
8 N -0.76726 -2.08899 0.45129
9 C 0.54055 -2.45087 0.17079
10 C 1.00620 -3.77297 0.12213
11 C 2.33671 -4.02179 -0.14891
12 C 3.21405 -2.96264 -0.37867
13 C 2.77982 -1.64194 -0.32226
14 C 1.45524 -1.38978 -0.02904
15 N 0.88729 -0.12425 0.07994
16 N 1.58056 0.97431 -0.12580
17 C 0.80008 2.07319 0.00415
18 C 1.35529 3.34525 -0.20684
19 C 0.54656 4.45050 -0.14529
20 C -0.81825 4.29437 0.11850
21 C -1.30688 3.02933 0.33590
22 N -0.53340 1.93480 0.30695
23 H -4.76233 -5.36384 -0.58285
24 H -4.71323 -4.08926 1.53680
25 H -2.82502 -2.59248 2.03261
26 H -1.02888 -3.60604 -1.72406
27 H -2.91242 -5.12378 -2.20842
28 H 0.32627 -4.58867 0.32724
29 H 2.69657 -5.04114 -0.17256
30 H 4.25537 -3.16829 -0.59131
31 H 3.44933 -0.81088 -0.49473
32 H 2.41065 3.40741 -0.42887
33 H 0.96028 5.43714 -0.31019
34 H -1.48675 5.14224 0.15440
35 H -2.35315 2.86578 0.55067
36 C -0.21460 -0.12218 3.31471
37 C -1.27856 0.77260 3.20321
38 C -2.47707 0.45075 2.48520
39 C -3.53485 1.34116 2.41838
40 C -3.44263 2.58301 3.03281
41 C -2.26928 2.93718 3.71714
42 C -1.21106 2.06662 3.79808
43 H -0.29763 -1.15831 3.01456
44 H 0.69307 0.17658 3.82134
45 H -2.64408 -0.57152 2.14569
46 H -4.44173 1.05978 1.89716
47 H -4.27655 3.27068 2.99356
48 H -2.20439 3.90431 4.19949
49 H -0.31398 2.33811 4.34038

Its multiplicity is 5. For the HOMO energy (spin up / spin down), the calculation gives -0.3576 / -0.4228 Eh. The total charge is +1. For the HOMO-LUMO gap (spin up / spin down), the calculation gives 6.622 / 6.224 eV.

Entry 5:
# C2H12N2O4

A cluster of 4 separate species, C2H12N2O4 in total at a distorted geometry (the ωB97M-V functional and the def2-TZVPD basis, OMol25).

Positions of all 20 atoms, in Å:
1 N -1.20056 -0.78662 -0.69504
2 C -0.75615 0.55031 -1.02981
3 N 0.25911 0.45772 -2.23088
4 C 1.41912 -0.11671 -2.05381
5 O 1.68665 -0.64594 -0.93079
6 H -1.63692 -1.24161 -1.42188
7 H -0.42522 -1.27336 -0.35158
8 H -0.24474 0.93106 -0.14131
9 H -1.54160 1.29423 -1.36567
10 H 0.21980 1.12905 -2.97266
11 H 2.06708 -0.30336 -2.96476
12 O 0.94608 -0.83677 2.30927
13 H 1.31735 -1.60788 1.95738
14 H 1.54632 -0.59730 3.01707
15 O -3.09208 -0.53205 1.23145
16 H -2.82177 -0.88551 1.97808
17 H -2.24566 -0.08540 1.05353
18 O 1.14384 1.68182 1.71903
19 H 1.38555 0.70923 1.55941
20 H 1.97380 2.15910 1.33298

Its multiplicity is 1. For the HOMO energy, the calculation gives -0.3424 Eh. The structure (SMILES) is NCNC=O.O.O.O. For the HOMO-LUMO gap, the calculation gives 9.887 eV. Its energy above the lowest of the compared OMol25 structures with the same formula, charge and spin is 59.4 kcal/mol.

Entry 6:
# C27H57NO4P2SSiTi

A structure of composition C27H57NO4P2SSiTi at a distorted geometry (the ωB97M-V functional and the def2-TZVPD basis, OMol25).

Positions of all 94 atoms, in Å:
1 Ti 0.17040 -0.54265 -1.96293
2 P 2.72416 -0.82856 -2.44427
3 P -2.42786 -0.59652 -2.09224
4 N 0.13872 0.15727 -3.65911
5 H 1.54787 -3.17028 -0.27143
6 C 3.37829 -2.31561 -3.26844
7 H 4.47673 -2.29945 -3.29084
8 H 2.99454 -2.34995 -4.29607
9 H 3.03460 -3.21196 -2.73764
10 C 3.59018 -0.80650 -0.84726
11 H 4.65921 -0.98964 -1.01633
12 H 3.17554 -1.58827 -0.19623
13 H 3.44216 0.16537 -0.36153
14 C 3.44539 0.53588 -3.41692
15 H 4.54221 0.54124 -3.35041
16 H 3.03954 1.48355 -3.03916
17 H 3.13659 0.42660 -4.46577
18 C -3.33936 -1.98889 -2.83042
19 H -4.42305 -1.83072 -2.72825
20 H -3.05522 -2.91488 -2.31289
21 H -3.07422 -2.07767 -3.89025
22 C -3.16567 -0.53755 -0.43709
23 H -4.25707 -0.62541 -0.50954
24 H -2.88642 0.39242 0.07342
25 H -2.77003 -1.37495 0.14715
26 C -3.06695 0.89131 -2.93475
27 H -4.14483 1.00034 -2.74879
28 H -2.87381 0.79678 -4.01282
29 H -2.52421 1.77159 -2.56198
30 C 0.14762 0.94417 -4.73258
31 C 0.19255 1.31416 -7.16874
32 C 0.15763 0.45006 -6.08802
33 C 0.15891 2.37674 -4.57023
34 C 0.19304 3.23083 -5.66864
35 C 0.20902 2.70363 -6.96972
36 H 0.20692 0.90484 -8.18571
37 H 0.14121 -0.63793 -6.21632
38 H 0.14739 2.76028 -3.55089
39 H 0.20693 4.30809 -5.49860
40 H 0.23477 3.38034 -7.82766
41 C 0.47984 -3.31305 -0.51130
42 O 0.13056 -2.26895 -1.40427
43 C 0.32404 -4.69375 -1.15367
44 H 0.00576 -5.41873 -0.39610
45 H 1.28420 -5.03765 -1.54603
46 H -0.41349 -4.68849 -1.95778
47 C -0.27536 -3.26529 0.80505
48 H -1.23209 -3.79798 0.72217
49 H -0.48306 -2.24488 1.14397
50 H 0.31982 -3.77258 1.57212
51 C -1.33724 -2.13604 3.85545
52 C -2.09082 -0.93117 3.30700
53 C -3.50505 -1.34169 2.89665
54 C -2.15066 0.12538 4.39348
55 O -1.41320 -0.39335 2.10219
56 Si -0.12755 0.57646 1.70957
57 S 0.14771 1.15665 -0.30452
58 O -0.25648 1.95301 2.60757
59 C -0.71407 3.34318 2.56474
60 C -0.97895 3.81828 1.14685
61 C -2.00924 3.43580 3.35720
62 C 0.39507 4.15839 3.21007
63 O 1.21147 -0.32445 2.09877
64 C 2.29379 -0.05841 3.03475
65 C 3.13849 1.11777 2.56972
66 C 1.70704 0.29520 4.39045
67 C 3.10180 -1.35411 3.10392
68 H -1.79767 -2.45844 4.80918
69 H -0.28861 -1.88603 4.05368
70 H -1.37404 -2.98565 3.16320
71 H -4.05860 -1.70440 3.77366
72 H -4.06292 -0.49438 2.47550
73 H -3.49419 -2.15509 2.15785
74 H -1.14235 0.46979 4.66308
75 H -2.75352 0.98192 4.07603
76 H -2.61741 -0.29652 5.30458
77 H -1.78438 3.24445 0.67075
78 H -1.29829 4.86797 1.19711
79 H -0.08743 3.76091 0.51366
80 H -1.87702 3.06899 4.38342
81 H -2.32899 4.48305 3.40193
82 H -2.80647 2.85702 2.86663
83 H 0.61887 3.78137 4.22025
84 H 1.31094 4.11484 2.60164
85 H 0.08370 5.20326 3.29031
86 H 2.55271 2.04510 2.57729
87 H 3.97639 1.23634 3.27193
88 H 3.55336 0.97382 1.56848
89 H 1.04437 -0.49521 4.75753
90 H 2.52407 0.43109 5.11563
91 H 1.13490 1.22936 4.32228
92 H 2.47224 -2.19267 3.43331
93 H 3.54061 -1.61637 2.13221
94 H 3.92400 -1.25214 3.82070

Its multiplicity is 1. For the HOMO energy (spin up / spin down), the calculation gives -0.2344 / -0.2344 Eh. For the HOMO-LUMO gap (spin up / spin down), the calculation gives 6.885 / 6.878 eV.

Entry 7:
# C5H11Br

A cluster of 2 separate species, C5H11Br in total at a distorted geometry (the ωB97M-V functional and the def2-TZVPD basis, OMol25).

Positions of all 17 atoms, in Å:
1 C 0.93735 -1.26540 -1.06811
2 C 1.67568 -1.12647 0.02366
3 C 2.01257 -2.10652 0.99810
4 Br 2.19057 0.69873 0.41370
5 H 0.60067 -2.34100 -1.36297
6 H 0.58957 -0.47894 -1.74840
7 H 2.13853 -3.07252 0.72014
8 H 3.04473 -1.86067 1.41064
9 H 1.37867 -2.04609 1.78797
10 C -1.95853 2.43778 0.18496
11 C -1.62516 1.01124 -0.47377
12 H -1.04540 2.93258 0.57198
13 H -2.57054 2.12560 0.98859
14 H -2.52307 3.08058 -0.49523
15 H -1.40235 0.33897 0.30362
16 H -2.50619 0.71633 -1.00163
17 H -0.93709 0.95580 -1.25327

Its multiplicity is 1. For the HOMO energy, the calculation gives -0.3450 Eh. The structure (SMILES) is C=C(C)Br.CC. For the HOMO-LUMO gap, the calculation gives 10.272 eV. Its energy above the lowest of the compared OMol25 structures with the same formula, charge and spin is 34.6 kcal/mol.